(1)
This record from OMol25 describes C3H5Br2NO as an isolated structure. The level of theory is ωB97M-V/def2-TZVPD.

```
! wB97M-V def2-TZVPD RIJCOSX def2/J DEFGRID3
* xyz 0 1
C 0.159 -1.912 2.499
C -1.012 1.439 -1.545
C 0.131 0.660 -0.947
N 1.337 -2.004 2.637
O -0.940 -1.598 2.333
Br 0.774 -0.712 -2.188
Br 1.618 1.834 -0.463
H -1.360 2.184 -0.831
H -0.713 1.947 -2.458
H -1.834 0.762 -1.776
H -0.154 0.138 -0.033
H 1.994 -2.738 2.773
*
```

* HOMO-LUMO gap: 10.6284 eV
* relative energy (zero: lowest compared OMol25 entry of this formula, charge and spin): 0.0 kJ/mol

(2)
This record from OMol25 describes C10H12FNO5PtS2 as an isolated structure. The level of theory is ωB97M-V/def2-TZVPD.

```
! wB97M-V def2-TZVPD RIJCOSX def2/J DEFGRID3
* xyz 0 1
Pt 0.375 0.008 -0.417
N 1.854 -0.876 0.904
C 2.723 -1.856 0.230
C 1.897 -3.057 -0.183
C 1.219 -2.767 -1.488
O 1.370 -3.462 -2.465
O 0.414 -1.717 -1.478
H 2.362 -0.012 1.087
H 1.477 -1.250 1.768
H 3.537 -2.158 0.892
H 3.167 -1.354 -0.628
H 1.116 -3.244 0.563
H 2.505 -3.951 -0.291
F -5.160 -0.506 -2.874
C -4.154 -0.541 -2.005
C -3.917 0.583 -1.222
C -2.884 0.538 -0.323
C -2.089 -0.625 -0.171
C -1.092 -0.713 0.861
C -2.370 -1.738 -1.004
C -3.397 -1.701 -1.913
H -4.539 1.459 -1.339
H -2.675 1.398 0.300
H -0.823 -1.720 1.161
H -1.175 -0.003 1.678
H -1.760 -2.625 -0.916
H -3.620 -2.540 -2.557
O 2.284 3.216 -2.005
S 1.691 2.025 -1.498
O 2.468 1.314 -0.441
O 1.161 1.047 -2.472
S -0.057 2.310 -0.370
*
```

* HOMO-LUMO gap (spin up / spin down): 5.8943 / 5.9296 eV
* relative energy (zero: lowest compared OMol25 entry of this formula, charge and spin): 0.0 kJ/mol

(3)
This record from OMol25 describes a single C7H12O molecule. The level of theory is ωB97M-V/def2-TZVPD.

```
! wB97M-V def2-TZVPD RIJCOSX def2/J DEFGRID3
* xyz 0 1
C -2.324 -0.268 -2.091
C -1.438 0.956 -2.396
C -0.726 1.286 -1.034
C 2.389 0.126 1.764
C 1.229 -0.579 1.589
O 0.819 -1.821 2.218
C 0.097 -0.283 0.597
C 0.364 0.610 -0.369
H -2.609 -0.821 -3.008
H -1.831 -1.156 -1.705
H -3.154 -0.013 -1.329
H -1.943 1.832 -2.675
H -0.768 0.613 -3.102
H -0.112 2.169 -1.307
H -1.498 1.462 -0.194
H 2.703 1.078 1.345
H 3.165 -0.073 2.584
H 1.351 -1.864 3.171
H -0.821 -0.665 0.844
H 1.422 0.914 -0.718
*
```

* HOMO-LUMO gap: 9.2173 eV
* SMILES string: C=C(O)/C=C/CCC
* relative energy (zero: lowest compared OMol25 entry of this formula, charge and spin): 314.6 kJ/mol

(4)
This record from OMol25 describes an isolated ion of composition C4H9BrN3O and charge +1. The level of theory is ωB97M-V/def2-TZVPD.

```
! wB97M-V def2-TZVPD RIJCOSX def2/J DEFGRID3
* xyz 1 1
C -0.040 0.148 1.090
C 2.379 -0.019 0.894
C 2.353 -1.129 0.095
C -2.223 0.691 -1.420
N 1.184 0.357 1.627
N -0.152 0.019 -0.254
N -1.475 -0.224 -0.603
O -1.120 0.053 1.768
Br 3.575 -1.207 -1.253
H -1.795 0.101 1.003
H 3.205 0.599 1.195
H 1.524 -1.839 -0.019
H -3.243 0.224 -1.573
H -2.435 1.671 -1.036
H -1.957 0.956 -2.457
H 1.345 0.549 2.640
H 0.505 0.261 -0.947
H -1.629 -1.211 -0.751
*
```

* HOMO-LUMO gap: 9.2677 eV
* SMILES string: CN/[NH+]=C(\O)N/C=C/Br
* relative energy (zero: lowest compared OMol25 entry of this formula, charge and spin): 111.3 kJ/mol

(5)
This record from OMol25 describes an isolated ion of composition C7H13N4 and charge +1. The level of theory is ωB97M-V/def2-TZVPD.

```
! wB97M-V def2-TZVPD RIJCOSX def2/J DEFGRID3
* xyz 1 1
C 0.870 2.337 0.310
C -0.214 1.512 0.298
C 2.460 0.967 -0.955
C -2.583 0.987 0.504
C 1.040 -0.806 0.079
C -3.144 -0.195 -0.312
C 1.687 -0.849 1.342
N 2.099 1.992 -0.058
N -1.373 1.328 0.459
N 1.566 -0.215 -0.991
N 0.013 -1.632 -0.143
H 0.765 3.235 0.883
H 2.482 1.491 -1.867
H 3.453 0.689 -0.720
H -3.264 1.344 1.350
H -2.255 -0.869 -0.649
H -3.672 0.269 -1.150
H -3.804 -0.692 0.401
H 2.529 -0.117 1.563
H 2.221 -1.819 1.504
H 0.953 -0.848 2.158
H 1.008 -0.585 -1.829
H -0.556 -1.960 0.641
H -0.581 -1.668 -1.072
*
```

* HOMO-LUMO gap: 7.4967 eV
* relative energy (zero: lowest compared OMol25 entry of this formula, charge and spin): 472.9 kJ/mol

(6)
This record from OMol25 describes a 2-piece molecular cluster, C6H6N3O2S overall. The level of theory is ωB97M-V/def2-TZVPD.

```
! wB97M-V def2-TZVPD RIJCOSX def2/J DEFGRID3
* xyz 1 1
C -1.054 -1.858 0.101
C -0.758 -0.996 1.151
C -0.170 -2.032 -0.957
C 0.436 -0.294 1.155
C 1.031 -1.341 -0.979
C 1.293 -0.502 0.089
N -2.709 3.554 0.047
N -1.016 2.131 -0.547
N -1.883 2.824 -0.369
O 3.147 1.172 1.206
O 3.729 0.096 -0.966
S 2.848 0.360 0.098
H -1.988 -2.397 0.110
H -1.453 -0.868 1.966
H -0.412 -2.703 -1.767
H 0.692 0.386 1.952
H 1.732 -1.455 -1.789
H -3.465 3.921 -0.502
*
```

* HOMO-LUMO gap: 6.4643 eV
* relative energy (zero: lowest compared OMol25 entry of this formula, charge and spin): 0.0 kJ/mol

(7)
This record from OMol25 describes C66H54CaN5P2Si as an isolated structure. The level of theory is ωB97M-V/def2-TZVPD.

```
! wB97M-V def2-TZVPD RIJCOSX def2/J DEFGRID3
* xyz -1 1
Ca -0.020 0.571 1.716
C -0.513 0.823 -3.931
Si -0.653 -0.268 -2.373
C -0.211 -2.100 -2.787
C -0.734 -2.493 -4.032
C -0.387 -3.680 -4.652
C 0.502 -4.545 -4.029
C 0.990 -4.214 -2.780
C 0.644 -3.016 -2.148
P 1.163 -2.779 -0.391
C 0.532 -4.354 0.316
C 1.075 -4.826 1.513
C 0.563 -5.952 2.135
C -0.531 -6.612 1.588
C -1.094 -6.142 0.411
C -0.557 -5.030 -0.225
C 2.974 -3.165 -0.426
C 3.548 -4.439 -0.489
C 4.925 -4.597 -0.510
C 5.760 -3.486 -0.466
C 5.208 -2.219 -0.391
C 3.826 -2.067 -0.365
C -2.600 -0.494 -2.326
C -3.337 -0.220 -3.495
C -4.719 -0.283 -3.554
C -5.431 -0.607 -2.408
C -4.733 -0.901 -1.250
C -3.335 -0.880 -1.188
P -2.421 -1.376 0.466
C -1.868 -1.675 2.475
C -1.534 -0.766 3.487
C -0.806 -1.097 4.637
C -0.419 -2.404 4.846
C -0.726 -3.344 3.867
C -1.389 -2.978 2.709
C -3.520 -2.901 0.565
C -3.583 -3.701 -0.586
C -4.279 -4.897 -0.605
C -4.954 -5.334 0.530
C -4.913 -4.557 1.675
C -4.204 -3.358 1.688
H -0.503 0.236 -4.855
H 0.402 1.417 -3.915
H -1.358 1.509 -3.990
H -1.437 -1.842 -4.537
H -0.807 -3.925 -5.620
H 0.793 -5.477 -4.498
H 1.637 -4.917 -2.273
H 1.906 -4.302 1.973
H 1.003 -6.299 3.063
H -0.949 -7.478 2.086
H -1.970 -6.622 -0.007
H -1.009 -4.674 -1.141
H 2.915 -5.317 -0.494
H 5.349 -5.593 -0.556
H 6.836 -3.613 -0.479
H 5.843 -1.343 -0.349
H 3.404 -1.072 -0.295
H -2.820 0.066 -4.403
H -5.234 -0.065 -4.483
H -6.515 -0.642 -2.419
H -5.303 -1.186 -0.372
H -1.890 0.258 3.445
H -0.565 -0.323 5.358
H 0.126 -2.686 5.738
H -0.426 -4.376 3.999
H -1.560 -3.745 1.964
H -3.077 -3.373 -1.487
H -4.295 -5.489 -1.513
H -5.507 -6.265 0.516
H -5.433 -4.878 2.570
H -4.165 -2.781 2.603
C -5.514 1.144 4.220
C -5.705 0.057 3.385
C -4.841 -0.182 2.321
C -3.751 0.646 2.087
C -3.573 1.749 2.933
C -4.441 1.997 3.979
N -2.827 0.404 1.032
C -2.734 1.499 0.118
C -3.760 2.458 0.038
C -3.634 3.599 -0.726
C -2.475 3.828 -1.461
C -1.494 2.859 -1.456
C -1.627 1.684 -0.716
N -0.609 0.677 -0.829
N 0.627 1.239 -0.349
C 1.653 0.907 -1.094
C 2.972 1.421 -0.858
C 3.949 1.121 -1.757
C 3.688 0.265 -2.856
C 2.424 -0.243 -2.979
N 1.429 0.055 -2.126
H -6.187 1.330 5.047
H -6.539 -0.615 3.548
H -5.016 -1.021 1.667
H -2.740 2.422 2.757
H -4.270 2.855 4.617
H -4.669 2.300 0.601
H -4.446 4.316 -0.746
H -2.353 4.731 -2.045
H -0.587 2.980 -2.035
H 3.128 2.090 -0.020
H 4.941 1.537 -1.619
H 4.458 -0.006 -3.564
H 2.159 -0.927 -3.780
N 2.225 -0.478 2.292
C 2.576 -0.351 3.668
C 2.783 -1.508 4.411
C 3.069 -1.442 5.764
C 3.155 -0.205 6.385
C 2.959 0.946 5.636
C 2.667 0.910 4.273
C 2.484 2.182 3.510
C 3.481 3.156 3.652
C 3.366 4.377 3.005
C 2.250 4.615 2.212
C 1.281 3.627 2.070
C 1.341 2.373 2.706
H 2.455 -1.397 1.931
H 2.702 0.218 1.721
H 2.696 -2.470 3.917
H 3.218 -2.355 6.327
H 3.368 -0.135 7.444
H 3.017 1.916 6.115
H 4.354 2.949 4.263
H 4.140 5.128 3.110
H 2.144 5.564 1.696
H 0.446 3.845 1.406
*
```

* HOMO-LUMO gap: 6.2113 eV

(8)
This record from OMol25 describes H12O6Rb as an isolated structure. The level of theory is ωB97M-V/def2-TZVPD.

```
! wB97M-V def2-TZVPD RIJCOSX def2/J DEFGRID3
* xyz 1 1
Rb -0.058 -0.239 0.253
O 0.204 -0.276 -2.911
H 0.862 0.412 -3.042
H 0.700 -0.956 -2.481
O 1.579 -2.156 -1.101
H 2.277 -1.490 -1.215
H 1.908 -2.864 -1.643
O -2.744 1.052 0.075
H -3.322 1.067 0.855
H -2.542 2.036 0.085
O -1.885 -2.108 -0.599
H -2.735 -2.282 -0.141
H -1.868 -2.590 -1.388
O 2.037 1.084 1.593
H 2.787 1.670 1.445
H 2.243 0.478 2.317
O -0.176 2.272 2.542
H 0.101 3.056 3.089
H 0.635 1.833 2.266
*
```

* HOMO-LUMO gap: 11.0434 eV
* relative energy (zero: lowest compared OMol25 entry of this formula, charge and spin): 9.8 kJ/mol

(9)
This record from OMol25 describes a 2-piece molecular cluster, CH2NO4P overall. The level of theory is ωB97M-V/def2-TZVPD.

```
! wB97M-V def2-TZVPD RIJCOSX def2/J DEFGRID3
* xyz -2 1
C 1.300 -0.264 0.096
N 0.238 -0.850 0.234
O -1.817 -0.502 -1.377
O -2.173 -0.411 1.166
O 1.932 0.749 0.050
O -0.933 1.500 -0.022
P -1.313 -0.148 -0.021
H 0.027 1.532 -0.047
H 2.738 -1.606 -0.078
*
```

* HOMO-LUMO gap: 6.4061 eV
* relative energy (zero: lowest compared OMol25 entry of this formula, charge and spin): 196.6 kJ/mol

(10)
This record from OMol25 describes a 2-piece molecular cluster, C5H14NO overall. The level of theory is ωB97M-V/def2-TZVPD.

```
! wB97M-V def2-TZVPD RIJCOSX def2/J DEFGRID3
* xyz 0 2
C -1.968 0.126 0.377
C -1.042 1.218 0.903
C -1.492 1.714 2.282
N -1.565 -0.383 -0.948
H -2.964 0.572 0.264
H -2.070 -0.664 1.129
H -0.975 2.075 0.225
H -0.033 0.829 0.953
H -1.433 0.921 3.027
H -2.481 2.158 2.166
H -0.811 2.482 2.656
H -2.201 -1.113 -1.246
H -0.579 -0.731 -0.947
C 1.760 -1.049 -1.588
O 0.997 -0.899 -0.453
C 3.231 -1.232 -1.169
H 1.661 -0.187 -2.267
H 1.418 -1.895 -2.205
H 3.830 -1.338 -2.067
H 3.252 -2.173 -0.618
H 3.467 -0.431 -0.473
*
```

* HOMO-LUMO gap (spin up / spin down): 9.5535 / 6.4337 eV
* relative energy (zero: lowest compared OMol25 entry of this formula, charge and spin): 118.7 kJ/mol
* ⟨S²⟩: 0.754

(11)
This record from OMol25 describes an isolated ion of composition C7H12BrN2 and charge +1. The level of theory is ωB97M-V/def2-TZVPD.

```
! wB97M-V def2-TZVPD RIJCOSX def2/J DEFGRID3
* xyz 1 1
C 2.017 0.974 -1.901
C 1.802 2.338 -1.472
C 1.489 -0.191 -1.529
C 0.586 2.828 -1.070
C 0.353 -0.677 0.606
C -1.895 -0.093 1.435
C -1.459 -2.382 0.621
N 0.528 -0.602 -0.622
N -0.854 -1.150 1.205
Br 1.769 -0.339 1.987
H 2.804 0.741 -2.585
H 2.740 2.930 -1.421
H 1.491 -1.077 -2.136
H -0.233 2.088 -0.786
H 0.549 3.707 -0.526
H -1.415 0.864 1.351
H -2.720 -0.199 0.824
H -2.351 -0.309 2.420
H -0.733 -3.139 0.721
H -2.269 -2.777 1.214
H -1.752 -2.212 -0.423
H -0.448 -1.324 2.084
*
```

* HOMO-LUMO gap: 8.4045 eV
* SMILES string: C=C/C=C\N=C(/Br)[NH+](C)C
* relative energy (zero: lowest compared OMol25 entry of this formula, charge and spin): 259.6 kJ/mol

(12)
This record from OMol25 describes a 2-piece molecular cluster, C3H3BrO2 overall. The level of theory is ωB97M-V/def2-TZVPD.

```
! wB97M-V def2-TZVPD RIJCOSX def2/J DEFGRID3
* xyz 0 1
C 0.235 0.616 0.087
C 1.630 -1.786 0.562
C -1.079 1.150 -0.584
O 0.981 1.361 0.639
O 2.390 -2.218 -0.225
Br -2.425 0.016 0.248
H 0.967 -2.424 1.145
H -1.309 1.129 -1.701
H -1.391 2.157 -0.171
*
```

* HOMO-LUMO gap (spin up / spin down): 7.5035 / 9.0153 eV
* relative energy (zero: lowest compared OMol25 entry of this formula, charge and spin): 362.6 kJ/mol

| no. | F_max (eV/Å) |
| --- | --- |
| 1 | 1.34 |
| 2 | 2.01 |
| 3 | 5.87 |
| 4 | 3.15 |
| 5 | 4.85 |
| 6 | 3.20 |
| 7 | 0.71 |
| 8 | 2.76 |
| 9 | 1.45 |
| 10 | 1.76 |
| 11 | 4.42 |
| 12 | 2.30 |